No. 1
{
  "formula": "C3H12N4",
  "method": "wB97M-V/def2-TZVPD",
  "symbols": ["N", "C", "N", "H", "H", "H", "H", "H", "H", "C", "N", "C", "N", "H", "H", "H", "H", "H", "H"],
  "xyz": [[0.264, 1.185, -0.181], [0.976, 2.087, 0.711], [0.283, 3.053, 1.514], [-0.409, 0.595, 0.339], [-0.283, 1.760, -0.846], [1.693, 1.517, 1.331], [1.698, 2.658, 0.084], [-0.303, 3.639, 0.948], [-0.308, 2.605, 2.185], [-0.788, -2.458, 0.663], [-0.727, -2.359, -0.799], [0.131, -1.487, -1.428], [-0.070, -1.058, -2.645], [-1.052, -3.474, 0.936], [0.206, -2.329, 1.077], [-1.458, -1.706, 1.177], [-1.623, -2.487, -1.370], [0.886, -1.081, -0.768], [0.882, -0.660, -2.928]],
  "e_lumo_ev": [4.06, 3.98],
  "multiplicity": 2,
  "charge": -1,
  "fmax_ev_per_a": 2.5,
  "e_above_lowest_ev": 0.985,
  "homo_ev": [1.11, -5.30],
  "orbital_gap_ev": [2.95, 9.28],
  "e_tot_ha": -340.44545
}

---

No. 2
{
  "formula": "CHF3NO2S",
  "method": "wB97M-V/def2-TZVPD",
  "symbols": ["C", "N", "O", "O", "F", "F", "F", "S", "H"],
  "xyz": [[-1.157, 0.970, 0.006], [-0.027, 0.381, 0.601], [2.227, 0.447, -1.119], [2.308, 1.671, 1.026], [-1.643, 0.500, -1.294], [-2.345, 0.820, 0.741], [-1.084, 2.262, -0.238], [1.632, 1.439, -0.271], [-0.136, -0.492, 0.154]],
  "e_lumo_ev": 3.97,
  "charge": -1,
  "fmax_ev_per_a": 3.5,
  "e_above_lowest_ev": 0.219,
  "homo_ev": -4.69,
  "orbital_gap_ev": 8.66,
  "e_tot_ha": -941.79594
}

---

No. 3
{
  "formula": "C15H19CoN11OP",
  "method": "wB97M-V/def2-TZVPD",
  "symbols": ["Co", "C", "N", "C", "C", "N", "C", "P", "C", "N", "C", "C", "N", "C", "C", "N", "C", "C", "N", "C", "H", "H", "H", "H", "H", "H", "H", "H", "H", "H", "H", "H", "H", "H", "H", "N", "C", "N", "C", "N", "N", "C", "N", "O", "H", "H", "H", "H"],
  "xyz": [[0.090, -0.001, -0.321], [-4.630, -2.563, 0.770], [-3.292, -2.374, 0.210], [-2.689, -3.207, -0.692], [-1.465, -2.670, -0.956], [-1.313, -1.526, -0.221], [-2.437, -1.363, 0.473], [-2.766, -0.011, 1.655], [-1.149, -0.046, 2.480], [0.016, -0.026, 1.847], [0.984, -0.095, 2.806], [0.390, -0.154, 4.035], [-0.958, -0.122, 3.818], [-1.987, -0.171, 4.855], [-2.418, 1.383, 0.528], [-1.321, 1.533, -0.210], [-1.469, 2.704, -0.904], [-2.664, 3.269, -0.572], [-3.254, 2.426, 0.329], [-4.564, 2.635, 0.947], [-5.069, -3.443, 0.309], [-5.256, -1.702, 0.552], [-4.571, -2.717, 1.845], [-3.173, -4.096, -1.056], [-0.693, -3.044, -1.606], [2.032, -0.115, 2.563], [0.803, -0.222, 5.026], [-1.493, -0.245, 5.819], [-2.622, -1.043, 4.717], [-2.589, 0.734, 4.834], [-0.719, 3.069, -1.585], [-3.137, 4.181, -0.892], [-4.967, 3.573, 0.578], [-4.467, 2.690, 2.028], [-5.241, 1.828, 0.676], [1.718, 1.150, -6.506], [1.090, 0.526, -5.716], [0.371, -0.111, -4.894], [0.384, -0.035, -3.590], [0.282, -0.042, -2.441], [2.139, 2.644, 0.541], [2.705, 1.509, 0.092], [4.020, 1.494, -0.146], [2.023, 0.473, -0.096], [2.674, 3.471, 0.740], [1.173, 2.617, 0.821], [4.612, 2.293, 0.002], [4.429, 0.647, -0.500]],
  "e_lumo_ev": [-4.98, -9.26],
  "multiplicity": 5,
  "charge": 2,
  "fmax_ev_per_a": 0.9,
  "e_above_lowest_ev": 0.000,
  "homo_ev": [-14.49, -14.48],
  "orbital_gap_ev": [9.51, 5.22],
  "e_tot_ha": -2984.22840
}

---

No. 4
{
  "formula": "C24H55Cl3GeNO4OsPS",
  "method": "wB97M-V/def2-TZVPD",
  "symbols": ["Os", "C", "O", "C", "C", "O", "C", "C", "O", "C", "H", "H", "H", "H", "H", "H", "H", "H", "H", "H", "H", "H", "H", "H", "Cl", "Ge", "Cl", "Cl", "C", "C", "C", "S", "O", "C", "C", "C", "H", "H", "H", "H", "H", "H", "H", "H", "H", "H", "H", "H", "H", "H", "C", "C", "C", "C", "P", "N", "C", "C", "C", "C", "C", "C", "C", "C", "H", "H", "H", "H", "H", "H", "H", "H", "H", "H", "H", "H", "H", "H", "H", "H", "H", "H", "H", "H", "H", "H", "H", "H", "H", "H", "H"],
  "xyz": [[-0.752, -0.441, -0.434], [-1.889, -3.811, 1.866], [-1.954, -2.975, 0.706], [-2.873, -3.498, -0.233], [-3.025, -2.485, -1.345], [-1.722, -1.916, -1.719], [-0.791, -2.958, -2.131], [0.263, -2.287, -2.947], [0.731, -1.163, -2.184], [1.756, -0.469, -2.925], [-2.862, -3.857, 2.358], [-1.164, -3.375, 2.543], [-1.570, -4.820, 1.591], [-3.858, -3.655, 0.220], [-2.524, -4.468, -0.605], [-3.637, -1.638, -1.058], [-3.444, -2.941, -2.243], [-1.331, -3.692, -2.729], [-0.387, -3.434, -1.237], [-0.138, -1.924, -3.896], [1.088, -2.975, -3.146], [1.418, -0.299, -3.948], [2.664, -1.072, -2.941], [1.948, 0.476, -2.434], [-4.456, 0.549, -0.358], [-2.717, 0.459, 0.862], [-2.247, 2.466, 1.376], [-3.241, -0.662, 2.580], [-0.724, 4.058, -1.913], [-0.638, 3.753, -3.401], [-0.206, 2.333, -3.740], [-1.246, 0.913, -3.353], [-1.371, 0.905, -1.761], [-2.892, 1.329, -3.947], [-3.676, 2.468, -3.291], [-5.173, 2.227, -3.462], [-0.912, 5.119, -1.760], [0.217, 3.817, -1.410], [-1.522, 3.504, -1.423], [0.118, 4.390, -3.865], [-1.570, 3.995, -3.908], [0.743, 2.079, -3.260], [-0.059, 2.201, -4.819], [-3.428, 0.379, -3.876], [-2.699, 1.498, -5.014], [-3.413, 3.413, -3.762], [-3.417, 2.547, -2.235], [-5.452, 2.205, -4.515], [-5.740, 3.026, -2.988], [-5.480, 1.280, -3.013], [0.473, -1.368, 4.211], [0.962, 0.010, 3.749], [2.093, 0.493, 4.676], [-0.235, 0.961, 3.855], [1.630, -0.064, 1.998], [0.253, -0.319, 0.927], [2.425, 1.535, 1.431], [3.877, 1.581, 1.942], [1.661, 2.765, 1.937], [2.428, 1.618, -0.097], [2.652, -1.600, 1.653], [3.719, -1.765, 2.748], [3.347, -1.495, 0.290], [1.756, -2.849, 1.611], [0.059, -1.232, 5.211], [1.262, -2.111, 4.293], [-0.334, -1.740, 3.580], [1.704, 0.422, 5.694], [2.361, 1.533, 4.512], [2.990, -0.121, 4.633], [-0.553, 0.945, 4.900], [-1.075, 0.606, 3.268], [-0.023, 1.989, 3.599], [3.954, 1.501, 3.023], [4.282, 2.555, 1.662], [4.513, 0.824, 1.486], [1.722, 2.898, 3.012], [0.616, 2.764, 1.626], [2.139, 3.636, 1.484], [2.996, 0.820, -0.563], [2.909, 2.561, -0.364], [1.412, 1.651, -0.500], [4.374, -0.900, 2.842], [4.342, -2.613, 2.459], [3.295, -1.997, 3.722], [4.103, -0.714, 0.248], [2.629, -1.363, -0.519], [3.860, -2.443, 0.122], [1.248, -3.054, 2.546], [2.412, -3.697, 1.407], [1.016, -2.802, 0.810]],
  "e_lumo_ev": [-10.77, -10.58],
  "multiplicity": 2,
  "charge": 3,
  "fmax_ev_per_a": 0.3,
  "e_above_lowest_ev": 0.013,
  "homo_ev": [-18.17, -18.26],
  "orbital_gap_ev": [7.40, 7.68],
  "e_tot_ha": -5589.97378
}

---

No. 5
{
  "formula": "C4H9N3",
  "method": "wB97M-V/def2-TZVPD",
  "symbols": ["C", "C", "C", "C", "N", "N", "N", "H", "H", "H", "H", "H", "H", "H", "H", "H"],
  "xyz": [[-0.881, 1.435, 0.993], [-0.712, -1.443, 0.902], [0.727, 1.468, -0.767], [0.358, 0.044, -1.004], [0.012, 2.114, 0.456], [-0.458, -0.469, 0.044], [-0.148, -2.615, 0.797], [-1.607, 1.449, 1.817], [-1.392, -1.163, 1.641], [1.816, 1.583, -0.516], [0.292, 2.091, -1.632], [-0.226, -0.231, -1.901], [1.246, -0.499, -0.948], [0.157, 3.184, 0.599], [-0.454, -3.417, 1.424], [0.375, -2.820, -0.073]],
  "e_lumo_ev": -10.58,
  "charge": 2,
  "fmax_ev_per_a": 6.4,
  "e_above_lowest_ev": 3.434,
  "homo_ev": -19.27,
  "orbital_gap_ev": 8.69,
  "e_tot_ha": -321.27423
}

---

No. 6
{
  "formula": "C43H61AuO3P3SSi",
  "method": "wB97M-V/def2-TZVPD",
  "symbols": ["Au", "C", "C", "C", "P", "C", "C", "C", "C", "C", "C", "C", "C", "C", "Si", "C", "C", "C", "C", "C", "C", "P", "C", "C", "C", "C", "C", "C", "C", "C", "C", "C", "C", "C", "P", "C", "C", "C", "C", "C", "C", "H", "H", "H", "H", "H", "H", "H", "H", "H", "H", "H", "H", "H", "H", "H", "H", "H", "H", "H", "H", "H", "H", "H", "H", "H", "H", "H", "H", "H", "H", "H", "H", "H", "H", "H", "H", "H", "H", "H", "H", "H", "H", "H", "H", "H", "H", "H", "H", "H", "H", "H", "H", "H", "H", "C", "C", "C", "C", "C", "C", "C", "S", "O", "O", "O", "H", "H", "H", "H", "H", "H", "H"],
  "xyz": [[-0.160, -0.593, -0.683], [-0.686, 3.163, -1.281], [-2.123, 2.669, -1.221], [-2.513, 2.005, -2.544], [-2.387, 1.447, 0.130], [-4.190, 1.639, 0.498], [-4.634, 0.643, 1.564], [-4.674, 3.038, 0.870], [-1.494, 2.133, 1.580], [-1.602, 3.467, 1.965], [-0.889, 3.963, 3.047], [-0.048, 3.127, 3.764], [0.088, 1.799, 3.381], [-0.623, 1.287, 2.295], [-0.355, -0.459, 1.707], [-1.875, -1.500, 2.069], [-2.483, -1.437, 3.323], [-3.618, -2.180, 3.613], [-4.180, -2.988, 2.636], [-3.601, -3.057, 1.379], [-2.452, -2.321, 1.088], [-1.612, -2.473, -0.515], [-0.960, -4.188, -0.551], [-0.032, -4.395, 0.647], [-2.003, -5.311, -0.551], [-2.780, -2.084, -1.891], [-1.999, -1.958, -3.202], [-4.020, -2.949, -2.116], [1.134, -1.363, 2.442], [1.017, -1.861, 3.743], [1.955, -2.727, 4.285], [3.039, -3.131, 3.520], [3.191, -2.644, 2.233], [2.259, -1.760, 1.688], [2.577, -1.026, 0.055], [3.653, 0.407, 0.415], [4.798, 0.095, 1.376], [2.817, 1.571, 0.948], [3.366, -2.206, -1.102], [2.743, -3.593, -1.052], [4.895, -2.256, -1.039], [-0.572, 3.874, -2.098], [0.004, 2.340, -1.479], [-0.364, 3.653, -0.362], [-2.786, 3.524, -1.057], [-1.770, 1.257, -2.832], [-2.553, 2.745, -3.344], [-3.488, 1.515, -2.504], [-4.651, 1.347, -0.454], [-4.145, 0.856, 2.517], [-4.409, -0.387, 1.293], [-5.710, 0.725, 1.724], [-4.319, 3.322, 1.861], [-5.765, 3.040, 0.909], [-4.378, 3.812, 0.164], [-2.235, 4.141, 1.401], [-0.987, 5.004, 3.325], [0.508, 3.508, 4.609], [0.764, 1.157, 3.934], [-2.083, -0.780, 4.085], [-4.071, -2.118, 4.593], [-5.073, -3.560, 2.848], [-4.055, -3.692, 0.633], [-0.383, -4.241, -1.480], [-0.615, -4.439, 1.569], [0.716, -3.611, 0.762], [0.489, -5.347, 0.537], [-2.532, -5.353, 0.401], [-1.474, -6.258, -0.665], [-2.731, -5.248, -1.351], [-3.112, -1.082, -1.586], [-1.636, -2.931, -3.540], [-1.137, -1.288, -3.142], [-2.660, -1.570, -3.977], [-3.766, -3.940, -2.483], [-4.626, -2.477, -2.891], [-4.649, -3.047, -1.235], [0.161, -1.591, 4.348], [1.835, -3.093, 5.295], [3.767, -3.819, 3.926], [4.049, -2.956, 1.654], [4.051, 0.670, -0.572], [4.429, -0.108, 2.383], [5.436, 0.979, 1.433], [5.418, -0.738, 1.061], [2.405, 1.327, 1.929], [2.003, 1.846, 0.281], [3.458, 2.445, 1.076], [3.114, -1.752, -2.066], [2.967, -4.128, -0.129], [3.142, -4.177, -1.882], [1.660, -3.549, -1.169], [5.267, -2.691, -0.111], [5.347, -1.276, -1.180], [5.243, -2.888, -1.857], [3.024, 6.772, -2.991], [2.802, 5.286, -2.971], [3.677, 4.441, -2.295], [3.492, 3.069, -2.299], [2.406, 2.525, -2.974], [1.532, 3.349, -3.667], [1.736, 4.718, -3.663], [2.183, 0.781, -2.993], [3.509, 0.217, -3.114], [1.183, 0.482, -3.986], [1.662, 0.385, -1.623], [3.725, 7.077, -2.217], [2.089, 7.311, -2.839], [3.428, 7.088, -3.953], [4.529, 4.861, -1.776], [4.210, 2.423, -1.815], [0.717, 2.911, -4.225], [1.062, 5.358, -4.218]],
  "e_lumo_ev": [-2.03, -4.64],
  "multiplicity": 3,
  "charge": 1,
  "fmax_ev_per_a": 0.8,
  "homo_ev": [-8.83, -10.61],
  "orbital_gap_ev": [6.80, 5.96],
  "e_tot_ha": -3748.09604
}